Record 1
80
Properties=species:S:1:pos:R:3 method="wB97M-V/def2-TZVPD" multiplicity=1 homo_energy_ev=-8.3 e_lumo_ev=0.2 total_charge=0 homo_lumo_gap_ha=0.309 total_energy_ev=-71275.5024 relative_energy_kj_mol=72.8
Be -0.208 -0.829 0.387
N 0.778 -2.735 2.326
O 1.504 -3.584 2.822
O 0.720 -1.562 2.774
O 0.079 -2.978 1.302
C -1.087 1.944 -1.791
O -0.722 2.986 -0.884
O -0.959 0.744 -1.193
C -2.447 2.274 -2.454
F -2.837 1.212 -3.202
F -3.433 2.419 -1.551
F -2.391 3.364 -3.215
C 0.043 4.068 -1.407
C 0.024 5.132 -0.305
H 0.674 5.990 -0.480
H -0.930 5.442 0.122
H 0.524 4.650 0.546
H -0.364 4.490 -2.324
H 1.112 3.843 -1.424
H -0.304 1.888 -2.573
C 1.434 2.895 3.228
O 2.237 3.090 2.052
C 2.021 2.187 1.090
O 1.223 1.298 1.178
O 2.744 2.551 0.040
C 2.756 1.718 -1.123
H 1.646 3.741 3.869
H 1.621 1.929 3.697
H 0.391 2.846 2.908
H 3.276 2.299 -1.877
H 1.727 1.527 -1.438
H 3.213 0.755 -0.910
C 4.078 -2.011 2.304
O 4.289 -2.024 0.884
C 3.339 -1.605 0.061
O 2.276 -1.147 0.379
O 3.763 -1.644 -1.201
C 4.969 -2.274 -1.644
H 3.693 -1.058 2.657
H 5.065 -2.138 2.746
H 3.482 -2.880 2.563
H 5.614 -2.739 -0.905
H 5.588 -1.554 -2.179
H 4.619 -2.978 -2.398
C -2.690 2.955 1.393
O -2.898 2.216 2.594
C -2.187 1.105 2.716
O -1.405 0.688 1.897
O -2.514 0.550 3.873
C -1.856 -0.660 4.255
H -2.763 2.353 0.498
H -1.729 3.464 1.461
H -3.425 3.758 1.343
H -1.548 -1.339 3.459
H -2.515 -1.159 4.956
H -0.893 -0.406 4.702
C -4.472 0.025 0.193
O -4.594 -1.206 -0.544
C -3.568 -2.031 -0.426
O -2.466 -1.709 -0.054
O -3.899 -3.214 -0.906
C -2.939 -4.258 -0.806
H -5.256 0.672 -0.189
H -3.545 0.469 -0.177
H -4.466 -0.096 1.273
H -2.721 -4.518 0.232
H -1.970 -3.870 -1.136
H -3.228 -5.137 -1.367
C -0.641 -0.732 -3.865
O 0.048 -1.973 -3.798
C 0.251 -2.519 -2.623
O 0.006 -2.065 -1.527
O 0.857 -3.672 -2.810
C 1.526 -4.382 -1.782
H -0.749 -0.408 -4.897
H -0.076 0.033 -3.337
H -1.640 -0.757 -3.435
H 2.103 -5.183 -2.238
H 0.806 -4.839 -1.105
H 2.212 -3.700 -1.281



Record 2
118
Properties=species:S:1:pos:R:3 method="wB97M-V/def2-TZVPD" multiplicity=1 homo_energy_ev=-11.2 e_lumo_ev=-3.9 total_charge=+1 homo_lumo_gap_ha=0.269 total_energy_ev=-110251.5646 relative_energy_kj_mol=0.0
C -0.187 -3.815 -0.986
C -0.127 -3.512 0.617
C -1.607 -2.966 1.012
C -2.067 -3.460 2.474
C -1.635 -1.398 0.985
C -0.724 -0.746 1.951
O 0.115 -1.499 2.785
C -0.661 0.701 2.080
C -1.550 1.505 1.203
C -2.435 0.870 0.211
C -3.303 1.844 -0.646
C -4.753 2.064 -0.041
O -5.293 3.139 -0.103
C -5.568 0.902 0.610
C -5.307 0.345 1.936
C -6.136 -0.765 2.391
C -7.209 -1.351 1.578
C -7.478 -0.793 0.256
C -6.650 0.332 -0.211
C -2.498 -0.610 0.075
C -3.433 -1.303 -0.957
C -3.188 -0.928 -2.482
C -1.726 -0.465 -2.840
C -1.796 0.215 -4.275
F -2.787 -0.440 -5.026
F -0.626 0.029 -4.990
C -2.219 1.733 -4.244
F -1.619 2.469 -3.278
F -3.585 1.904 -4.222
F -1.819 2.285 -5.450
C -1.474 3.041 1.419
O -2.404 3.801 1.351
C -0.049 3.595 1.803
C 0.344 5.004 1.236
C 1.220 4.932 -0.091
C 1.272 3.459 -0.684
C 2.080 3.424 -2.069
O 1.297 2.667 -2.996
C 1.768 1.321 -3.119
C 0.775 2.861 2.606
C 2.172 3.375 3.054
F 1.944 4.483 3.871
F 2.982 3.790 2.035
F 2.876 2.488 3.809
C 0.284 1.452 3.083
O 0.578 0.964 4.144
H -1.068 -4.495 -1.265
H 0.745 -4.312 -1.350
H -0.335 -2.803 -1.458
H 0.092 -4.433 1.223
H 0.672 -2.758 0.807
H -2.337 -3.446 0.289
H -2.860 -4.248 2.439
H -2.404 -2.576 3.083
H -1.138 -3.831 2.983
H 0.991 -1.074 2.746
H -2.833 2.858 -0.775
H -3.485 1.475 -1.693
H -4.467 0.787 2.522
H -5.919 -1.182 3.401
H -7.773 -2.217 1.989
H -8.276 -1.240 -0.384
H -6.869 0.721 -1.238
H -4.481 -0.956 -0.710
H -3.458 -2.418 -0.885
H -3.403 -1.850 -3.094
H -3.920 -0.151 -2.815
H -1.002 -1.320 -2.876
H -1.300 0.318 -2.164
H 0.947 5.583 1.991
H -0.568 5.637 1.052
H 2.295 5.198 0.129
H 0.891 5.681 -0.865
H 1.811 2.753 0.007
H 0.227 3.111 -0.899
H 3.103 2.998 -1.888
H 2.187 4.492 -2.401
H 1.277 0.647 -2.353
H 2.891 1.261 -3.070
H 1.489 0.922 -4.133
K -2.190 -5.505 -0.563
C 4.589 -2.342 -8.435
O 3.472 -1.788 -7.742
P 2.423 -2.787 -7.066
O 3.020 -3.817 -6.208
O 1.558 -3.350 -8.288
C 2.121 -4.383 -9.094
O 1.420 -1.814 -6.326
C 0.737 -0.783 -7.038
H 5.501 -1.860 -8.087
H 4.683 -3.417 -8.273
H 4.470 -2.151 -9.503
H 2.797 -5.018 -8.519
H 2.662 -3.942 -9.933
H 1.314 -5.000 -9.486
H 1.044 -0.728 -8.083
H 0.945 0.171 -6.557
H -0.332 -0.973 -6.990
C 3.683 -0.515 5.074
C 3.235 -0.882 6.483
C 2.847 0.330 7.329
C 3.974 1.332 7.591
C 5.216 0.758 8.273
C 4.940 0.202 9.664
H 4.588 0.096 5.084
H 3.903 -1.420 4.500
H 2.900 0.036 4.548
H 4.019 -1.462 6.979
H 2.365 -1.543 6.410
H 2.446 -0.023 8.285
H 2.024 0.858 6.836
H 3.576 2.146 8.207
H 4.276 1.795 6.645
H 5.961 1.554 8.358
H 5.669 -0.020 7.650
H 4.517 0.971 10.315
H 5.867 -0.152 10.120
H 4.247 -0.642 9.632



Record 3
94
Properties=species:S:1:pos:R:3 method="wB97M-V/def2-TZVPD" multiplicity=1 homo_energy_ev=-9.9 e_lumo_ev=-1.5 total_charge=0 homo_lumo_gap_ha=0.310 smiles="CCOP(=O)(CCC[C@H](C#N)[C@H](C#N)C(=O)NC(=O)F)OCC.CCOP(=O)(OCC)OCC.CCOP(=O)(OCC)OCC" total_energy_ev=-88386.2331
C -0.715 4.955 0.751
C -1.872 4.457 1.774
O -3.207 4.455 1.193
P -3.366 3.338 -0.086
O -2.992 4.093 -1.395
C -2.263 1.828 0.214
C -2.942 0.929 1.368
C -2.618 -0.616 1.051
C -1.372 -1.232 1.857
C -0.398 -0.155 2.517
N 0.264 0.559 3.227
C -0.426 -2.218 0.965
C 0.706 -1.302 0.290
N 1.545 -0.585 -0.188
C -1.236 -3.111 -0.088
O -2.202 -3.795 0.321
N -0.751 -3.067 -1.502
C -1.139 -4.267 -2.248
O -0.979 -5.431 -1.806
F -1.678 -4.131 -3.566
O -5.033 2.968 -0.211
C -5.280 1.868 -1.130
C -6.165 0.668 -0.507
H 0.285 5.024 1.339
H -0.522 4.222 -0.105
H -1.011 6.009 0.371
H -1.896 5.257 2.615
H -1.596 3.472 2.317
H -2.187 1.289 -0.811
H -1.172 2.142 0.455
H -4.090 1.050 1.235
H -2.716 1.264 2.437
H -2.551 -0.719 -0.092
H -3.564 -1.216 1.355
H -1.821 -1.917 2.678
H 0.078 -2.933 1.703
H -1.077 -2.217 -1.989
H -4.314 1.454 -1.599
H -5.909 2.307 -2.001
H -6.365 0.903 0.609
H -7.172 0.507 -1.020
H -5.526 -0.302 -0.511
O 4.228 -0.904 8.315
P 3.747 0.482 7.867
O 4.779 0.633 6.582
C 4.441 -0.060 5.387
C 3.212 0.529 4.716
O 4.622 1.322 9.009
C 5.104 0.626 10.163
C 6.458 -0.021 9.910
O 3.097 2.003 7.403
C 1.684 2.120 7.577
C 1.224 1.776 8.982
H 4.288 -1.121 5.605
H 5.296 0.024 4.713
H 2.315 0.316 5.304
H 3.062 0.098 3.724
H 3.294 1.614 4.623
H 4.365 -0.105 10.503
H 5.201 1.354 10.975
H 6.516 -0.535 8.948
H 6.695 -0.741 10.699
H 7.242 0.743 9.892
H 1.180 1.469 6.855
H 1.408 3.150 7.339
H 1.485 0.749 9.256
H 0.139 1.878 9.066
H 1.704 2.435 9.715
O -0.401 -2.210 -9.970
P -0.056 -1.886 -8.512
O -1.464 -1.092 -8.157
C -2.612 -1.886 -7.889
C -2.486 -2.645 -6.578
O 0.904 -0.573 -8.871
C 1.421 -0.435 -10.199
C 0.448 0.294 -11.113
O 0.393 -1.627 -6.873
C 1.116 -2.708 -6.281
C 2.335 -3.123 -7.083
H -2.787 -2.578 -8.717
H -3.467 -1.208 -7.832
H -1.738 -3.438 -6.665
H -3.432 -3.117 -6.304
H -2.170 -1.983 -5.768
H 1.699 -1.412 -10.602
H 2.352 0.139 -10.136
H -0.584 -0.050 -11.006
H 0.741 0.176 -12.161
H 0.437 1.362 -10.876
H 0.443 -3.564 -6.161
H 1.421 -2.390 -5.281
H 2.066 -3.449 -8.093
H 2.852 -3.951 -6.592
H 3.028 -2.281 -7.191



Record 4
99
Properties=species:S:1:pos:R:3 method="wB97M-V/def2-TZVPD" multiplicity=4 homo_energy_ev="-4.1 / -5.2" s_squared=3.763 e_lumo_ev="2.3 / 2.3" total_charge=-1 homo_lumo_gap_ha="0.236 / 0.277" total_energy_ev=-115465.4578 relative_energy_kj_mol=41.3
V -0.640 1.163 -0.279
C 0.845 0.998 5.880
C 0.822 1.989 4.907
C 0.107 1.795 3.737
C -0.593 0.605 3.525
C -0.562 -0.385 4.501
C 0.152 -0.185 5.677
P -1.441 0.442 1.917
C -1.994 -1.299 1.894
C -3.156 -1.758 2.509
C -3.493 -3.103 2.447
C -2.676 -3.999 1.770
C -1.528 -3.544 1.137
C -1.196 -2.199 1.192
C -2.967 1.403 2.119
C -3.612 1.593 3.313
C -4.858 2.254 3.336
C -5.429 2.675 2.167
C -4.776 2.501 0.922
C -5.360 2.924 -0.298
C -4.677 2.740 -1.466
C -3.380 2.171 -1.467
C -2.732 1.749 -0.322
C -3.496 1.891 0.888
H 1.415 1.144 6.790
H 1.375 2.909 5.047
H 0.102 2.566 2.973
H -1.086 -1.320 4.344
H 0.171 -0.965 6.430
H -3.806 -1.060 3.022
H -4.403 -3.450 2.922
H -2.947 -5.047 1.718
H -0.901 -4.225 0.575
H -0.326 -1.843 0.651
H -3.172 1.236 4.238
H -5.364 2.411 4.281
H -6.400 3.160 2.178
H -6.343 3.381 -0.285
H -5.124 3.040 -2.407
H -2.888 2.073 -2.431
C -3.457 -4.339 -1.857
C -3.493 -3.476 -3.057
N -3.523 -3.877 -4.290
N -3.495 -2.711 -5.007
C -3.430 -1.599 -4.250
S -3.395 -0.005 -4.739
N -3.442 -2.112 -2.985
N -3.400 -1.413 -1.776
H -3.630 -5.371 -2.154
H -4.207 -4.016 -1.135
H -2.482 -4.252 -1.375
H -3.510 -2.716 -6.009
H -3.622 -0.437 -1.985
H -2.420 -1.407 -1.489
O 1.496 0.676 -0.299
C 2.399 1.611 0.332
C 1.579 2.895 0.707
O 2.207 3.825 1.197
O 0.328 2.842 0.480
C 3.508 1.905 -0.666
C 4.474 0.930 -0.902
C 5.437 1.109 -1.883
C 5.451 2.274 -2.635
C 4.495 3.252 -2.403
C 3.523 3.069 -1.428
C 2.929 0.985 1.613
C 3.920 1.643 2.338
C 4.394 1.104 3.523
C 3.883 -0.098 4.000
C 2.898 -0.754 3.282
C 2.423 -0.216 2.092
H 1.854 0.399 -1.155
H 4.471 0.024 -0.306
H 6.177 0.338 -2.057
H 6.200 2.415 -3.405
H 4.500 4.166 -2.984
H 2.790 3.843 -1.242
H 4.297 2.590 1.976
H 5.161 1.628 4.079
H 4.249 -0.514 4.931
H 2.480 -1.683 3.649
H 1.647 -0.729 1.540
O -0.473 -2.393 -2.043
C -0.087 -1.238 -2.231
O -0.689 -0.188 -1.819
C 1.202 -0.997 -2.988
C 1.488 0.254 -3.523
C 2.689 0.507 -4.193
C 3.573 -0.535 -4.279
O 4.827 -0.540 -4.837
C 5.271 -1.892 -4.774
O 4.374 -2.615 -3.941
C 3.296 -1.782 -3.744
C 2.118 -2.055 -3.103
H 0.747 1.037 -3.428
H 2.919 1.480 -4.605
H 6.271 -1.923 -4.341
H 5.263 -2.324 -5.781
H 1.881 -3.024 -2.688



Record 5
77
Properties=species:S:1:pos:R:3 method="wB97M-V/def2-TZVPD" multiplicity=1 homo_energy_ev="-2.8 / -2.9" e_lumo_ev="1.9 / 1.9" total_charge=-1 homo_lumo_gap_ha="0.170 / 0.174" total_energy_ev=-101771.4583 relative_energy_kj_mol=20.6
Sc 0.118 -0.327 -0.161
I -4.067 -0.661 6.534
C -2.677 -0.501 4.993
C -1.333 -0.726 5.247
C -0.427 -0.632 4.201
I 1.593 -0.953 4.586
C -0.815 -0.318 2.888
O 0.062 -0.238 1.931
C -2.189 -0.074 2.667
C -2.674 0.306 1.288
N -2.169 -0.625 0.258
C -2.570 -2.021 0.455
C -1.535 -2.997 -0.049
C -1.901 -4.199 -0.635
C -0.910 -5.083 -1.016
C 0.415 -4.751 -0.800
C 0.697 -3.523 -0.228
N -0.255 -2.664 0.144
C -3.098 -0.181 3.710
H -0.988 -0.970 6.242
H -3.768 0.333 1.298
H -2.293 1.290 1.005
H -2.460 -0.323 -0.670
H -2.663 -2.187 1.532
H -3.541 -2.242 0.005
H -2.946 -4.417 -0.805
H -1.171 -6.020 -1.492
H 1.223 -5.407 -1.092
H 1.719 -3.204 -0.073
H -4.149 -0.007 3.511
N 7.143 -0.448 0.987
C 6.498 -0.122 -0.212
O 7.173 0.278 -1.164
C 5.070 -0.310 -0.261
C 4.336 0.083 -1.421
C 2.990 -0.072 -1.489
N 2.229 -0.623 -0.475
C 2.941 -1.014 0.632
C 4.284 -0.880 0.788
H 8.085 -0.095 1.015
H 6.623 -0.337 1.841
H 4.867 0.534 -2.248
H 2.435 0.293 -2.344
H 2.352 -1.444 1.439
H 4.721 -1.236 1.712
C 0.182 1.900 -0.162
C 0.519 2.553 -1.427
C -0.525 2.719 -2.368
C -0.340 3.357 -3.581
C 0.903 3.869 -3.947
C 1.956 3.700 -3.060
C 1.771 3.059 -1.841
H -1.505 2.331 -2.115
H -1.182 3.451 -4.255
H 1.046 4.361 -4.900
H 2.948 4.054 -3.320
H 2.639 2.919 -1.207
C 2.588 3.988 1.068
Te 1.538 2.165 1.391
C 0.177 3.160 2.680
H 2.610 4.501 2.028
H 2.080 4.587 0.316
H 3.601 3.757 0.745
H -0.388 3.812 2.017
H 0.702 3.710 3.461
H -0.478 2.413 3.125
S -0.788 -1.173 -2.524
C -0.685 -0.191 -3.997
N 0.594 0.049 -4.453
C 0.810 0.659 -5.692
C -0.292 1.052 -6.394
C -1.558 0.828 -5.866
N -1.733 0.177 -4.639
H 1.354 -0.354 -3.933
H 1.833 0.790 -6.003
H -0.170 1.540 -7.353
H -2.455 1.133 -6.384



Record 6
26
Properties=species:S:1:pos:R:3 method="wB97M-V/def2-TZVPD" multiplicity=1 homo_energy_ev=-5.5 e_lumo_ev=-1.8 total_charge=0 homo_lumo_gap_ha=0.133 total_energy_ev=-26321.3350 relative_energy_kj_mol=358.0
N -0.428 -2.278 -1.870
C -0.295 -1.160 -0.999
C 1.215 -0.803 -0.801
N 1.398 0.480 -0.015
C 0.161 0.881 0.738
P 0.423 2.227 2.020
O -0.882 2.396 2.740
O 0.708 3.644 1.160
O 1.645 1.891 3.080
C -0.457 -0.430 1.329
N -0.983 -1.340 0.296
H -1.389 -2.647 -1.870
H -0.143 -2.035 -2.807
H -0.807 -0.290 -1.504
H 1.712 -0.665 -1.778
H 1.660 -1.667 -0.269
H 2.164 0.304 0.637
H 1.654 1.249 -0.635
H -0.531 1.322 -0.009
H 0.331 3.487 0.288
H 2.507 1.833 2.647
H -1.255 -0.237 2.063
H 0.348 -0.989 1.861
H -1.961 -1.097 0.155
O -2.946 -2.185 -3.148
H -3.850 -1.892 -3.309